DFT (ωB97M-V/def2-TZVPD) results for a structure of composition C47H110CrF12N8O22S4 at a distorted geometry.

ORCA input file:
```
! RIJCOSX wB97M-V def2-TZVPD def2/J DEFGRID3
* xyz 0 5
Cr -7.479 -13.941 -25.959
S -8.440 -12.112 -28.704
S -6.025 -12.024 -27.889
S -5.850 -16.411 -27.162
S -5.426 -16.256 -24.592
F -6.146 -19.134 -27.110
F -10.216 -10.625 -27.339
F -7.726 -18.094 -25.993
F -2.836 -16.707 -25.261
F -3.014 -15.491 -23.665
F -7.628 -18.114 -28.186
F -3.460 -14.597 -25.534
F -11.142 -11.712 -29.056
F -7.024 -9.573 -27.283
F -10.548 -12.729 -27.220
F -4.932 -9.611 -28.090
F -5.279 -10.052 -26.064
O -5.275 -24.746 -27.149
O 0.463 -18.620 -28.176
O -8.658 -18.171 -21.519
O -9.598 -15.740 -34.189
O -4.150 -22.362 -24.035
O -2.255 -11.066 -22.715
O -5.811 -15.584 -23.377
O -6.542 -12.683 -24.487
O -4.461 -16.808 -27.315
O -5.099 -12.875 -27.099
O -5.665 -12.042 -29.299
O -5.456 -17.705 -24.593
O -9.407 -21.724 -28.897
O -8.749 -13.237 -29.588
O -1.869 -14.826 -29.540
O -1.287 -10.695 -30.017
O -5.182 -18.705 -30.505
O -8.110 -10.836 -29.398
O -7.926 -14.524 -19.232
O -1.468 -14.021 -18.211
O -6.301 -15.637 -28.296
O -9.069 -15.359 -26.684
N -7.595 -12.501 -27.407
N -6.658 -23.105 -25.545
N -9.235 -14.970 -21.651
N -6.978 -18.316 -33.658
N -12.194 -19.135 -28.872
N -1.001 -13.034 -31.761
N -6.303 -15.552 -25.939
N -8.884 -14.010 -24.296
C -2.917 -14.111 -28.780
C -3.327 -15.152 -19.450
C -7.907 -19.183 -22.225
C -7.417 -14.630 -17.872
C -10.652 -19.693 -26.967
C -9.579 -17.363 -22.330
C -2.016 -10.801 -31.209
C -0.079 -19.135 -27.047
C -0.048 -11.631 -23.600
C -9.712 -14.311 -34.157
C -5.362 -18.463 -31.884
C -1.815 -10.428 -24.975
C -7.526 -11.970 -23.754
C -8.350 -17.790 -33.968
C -2.105 -15.195 -30.919
C -10.239 -14.424 -24.671
C -5.256 -12.395 -23.863
C -8.908 -12.542 -24.152
C -5.063 -21.409 -24.541
C -10.230 -11.756 -28.066
C -1.433 -13.926 -20.610
C -10.894 -19.692 -28.512
C -6.839 -18.577 -32.223
C -1.274 -11.682 -32.218
C 0.798 -20.240 -26.514
C -6.410 -24.009 -27.733
C -8.445 -21.229 -29.819
C -9.281 -14.108 -19.261
C -5.102 -25.943 -27.923
C -1.812 -14.761 -19.355
C -3.840 -18.877 -30.101
C -6.497 -21.933 -24.674
C -1.536 -19.562 -27.449
C -1.570 -11.449 -23.896
C -10.097 -15.597 -25.673
C -3.555 -15.732 -24.819
C -10.162 -16.146 -21.603
C -6.623 -22.727 -26.964
C -8.433 -16.297 -33.585
C -10.677 -21.181 -29.083
C -2.862 -21.928 -23.692
C -1.930 -10.041 -28.980
C -5.821 -10.166 -27.276
C -9.478 -15.792 -27.965
C -2.204 -13.893 -31.815
C -6.920 -18.071 -27.094
C -9.685 -13.895 -20.725
H -4.521 -12.844 -24.531
H -9.578 -12.247 -23.344
H -3.979 -14.283 -19.360
H -3.016 -15.792 -30.958
H -2.416 -9.124 -29.312
H -4.961 -11.346 -23.843
H -10.397 -16.370 -20.563
H -10.781 -18.667 -26.622
H -10.762 -13.724 -20.709
H -9.543 -13.204 -18.712
H 0.509 -12.058 -24.434
H -4.956 -17.508 -32.220
H -1.127 -10.576 -25.807
H -7.031 -21.026 -24.954
H -8.406 -15.250 -21.147
H -7.484 -22.138 -27.280
H -0.145 -18.404 -26.242
H -1.897 -14.518 -17.510
H 0.471 -10.717 -23.314
H -3.144 -13.399 -31.569
H -1.540 -9.422 -24.655
H -2.406 -21.389 -24.522
H -8.627 -16.123 -32.527
H -6.890 -22.194 -23.691
H -7.485 -10.896 -23.940
H -8.939 -14.336 -23.342
H -10.014 -13.991 -33.160
H -12.826 -19.912 -29.005
H -4.178 -26.422 -27.599
H -3.843 -14.659 -28.602
H -6.823 -19.184 -34.152
H -1.659 -20.077 -28.402
H -9.604 -16.874 -28.008
H 0.093 -12.316 -22.763
H -11.106 -15.620 -26.084
H -3.018 -11.228 -31.162
H -7.599 -13.696 -17.341
H -8.478 -17.882 -35.046
H -2.202 -22.770 -23.483
H -4.762 -20.967 -25.490
H -2.185 -9.806 -31.621
H -2.437 -13.833 -27.842
H -7.330 -19.699 -21.457
H -6.332 -14.729 -17.891
H -0.833 -12.893 -30.776
H -0.404 -13.569 -20.646
H -3.600 -15.602 -20.404
H -2.892 -21.322 -22.786
H -0.293 -11.270 -32.456
H -3.309 -17.938 -30.262
H -8.648 -19.921 -22.532
H -10.311 -15.233 -28.392
H -8.735 -21.251 -30.870
H -2.775 -10.645 -28.651
H -5.180 -12.934 -22.918
H -10.502 -13.976 -34.829
H -9.335 -12.920 -21.067
H -1.997 -10.147 -22.609
H -1.283 -9.779 -28.142
H -10.762 -13.596 -25.150
H -2.287 -14.355 -32.799
H -11.130 -15.907 -22.043
H -3.440 -19.734 -30.644
H 1.695 -19.829 -26.050
H -7.507 -12.125 -22.675
H -9.906 -16.492 -25.080
H -8.730 -15.714 -28.755
H -1.804 -11.728 -33.170
H 0.208 -20.813 -25.799
H -9.139 -18.311 -33.426
H -7.249 -19.536 -31.907
H -5.941 -26.625 -27.782
H -9.292 -11.948 -24.982
H -10.931 -14.663 -23.864
H -2.817 -10.473 -25.402
H -8.071 -20.221 -29.637
H -7.527 -15.755 -33.856
H -9.659 -20.068 -26.719
H 1.032 -20.967 -27.291
H -10.440 -17.925 -22.692
H -3.892 -18.993 -29.019
H -9.859 -14.895 -18.775
H -5.726 -22.132 -27.132
H -4.902 -19.286 -32.432
H -10.139 -19.103 -29.032
H -6.292 -23.828 -28.801
H -10.878 -21.088 -30.150
H -1.249 -15.829 -31.150
H -5.166 -20.600 -23.818
H -2.019 -13.011 -20.700
H -2.133 -18.659 -27.577
H -5.806 -23.644 -25.489
H -3.555 -15.838 -18.633
H -7.733 -15.497 -17.292
H 0.658 -17.686 -28.064
H -12.651 -18.610 -28.141
H -7.295 -17.820 -31.585
H -2.009 -12.396 -24.209
H -7.545 -21.842 -29.758
H -8.719 -13.866 -34.225
H -1.548 -14.487 -21.537
H -11.411 -21.877 -28.678
H -5.015 -25.671 -28.975
H -2.006 -20.172 -26.677
H -7.299 -24.639 -27.753
H -8.953 -16.991 -23.142
H -1.176 -15.647 -19.349
H -11.341 -20.310 -26.390
H -7.284 -18.835 -23.048
H -3.277 -13.197 -29.251
*
```

As for the expectation value of S²: 6.01. Its HOMO energy (spin up / spin down) is -0.3094 / -0.3094 hartree. For the HOMO-LUMO gap (spin up / spin down), the calculation gives 8.2 / 8.2 eV. For the lowest unoccupied orbital energy (spin up / spin down), the calculation gives -0.219 / -0.220 eV.